[1]
# C7H12FI

The molecule C7H12FI (wB97M-V/def2-TZVPD, OMol25).

Values from the calculation:
Kohn-Sham gap = 9.95 eV
SMILES string = C=C[C@H](CC)[C@](C)(F)I
HOMO = -9.50 eV

Structure (ORCA input):
```
! wB97M-V def2-TZVPD RIJCOSX def2/J DEFGRID3
* xyz 0 1
C -1.40157 -1.66123 1.33622
C -0.96940 -0.93334 0.32487
C 0.23111 -0.02772 0.39636
C -0.10135 1.35134 -0.17899
C -1.09268 2.08933 0.71310
C 1.40423 -0.71264 -0.31633
C 1.26028 -0.89354 -1.81136
F 1.59482 -1.94076 0.25600
I 3.27396 0.39399 0.08723
H -2.26404 -2.29957 1.24886
H -0.90774 -1.65458 2.29403
H -1.48208 -0.95693 -0.62794
H 0.51397 0.08172 1.44961
H -0.53058 1.23916 -1.17696
H 0.81024 1.94659 -0.26679
H -0.66961 2.25108 1.70191
H -1.33839 3.05699 0.28330
H -2.00990 1.51458 0.82225
H 2.10895 -1.45580 -2.19751
H 1.21682 0.06857 -2.31376
H 0.35297 -1.45725 -2.02411
*
```

Mulliken population analysis, charges in e, atoms 1 to 6: atom 1 (C): -0.810, atom 2 (C): -0.432, atom 3 (C): 0.303, atom 4 (C): -0.555, atom 5 (C): -1.355, atom 6 (C): 0.257

---

[2]
# C7H12IN2O3

An isolated ion of composition C7H12IN2O3 and charge +1 at a distorted geometry (wB97M-V/def2-TZVPD, OMol25).

Values from the calculation:
Kohn-Sham gap = 9.05 eV
SMILES string = C=[NH+][C@@]1([O-])C[N@@H+](C)[C@@]1(I)C(=O)OC
HOMO = -12.76 eV

Structure (ORCA input):
```
! wB97M-V def2-TZVPD RIJCOSX def2/J DEFGRID3
* xyz 1 1
C -1.45100 -2.10854 2.04039
N -0.68196 -1.19134 1.63618
C 0.52061 -1.65772 0.56336
O 1.09167 -2.53244 1.18310
C -0.07435 -1.67686 -0.80156
N 1.01227 -0.85004 -1.43114
C 0.56799 0.14000 -2.48325
C 1.32236 -0.22850 -0.08138
I 3.51077 0.00490 0.18831
C 0.57178 1.02911 0.16826
O -0.61783 1.19264 -0.06651
O 1.37092 1.98669 0.70498
C 0.77125 3.22196 1.20352
H -1.89945 -2.17062 2.95074
H -1.57058 -3.05067 1.52894
H -0.50378 -0.41213 2.25380
H -0.30140 -2.63465 -1.32246
H -1.15336 -1.12437 -0.90505
H 1.75798 -1.30346 -1.80913
H 0.35106 -0.33302 -3.42924
H -0.34674 0.58527 -2.10796
H 1.36035 0.78407 -2.51662
H 0.35898 3.85185 0.36548
H 1.51332 3.70630 1.76256
H -0.05453 3.01908 1.90416
*
```

Mulliken population analysis, charges in e, atoms 1 to 6: atom 1 (C): -0.244, atom 2 (N): -0.022, atom 3 (C): 1.138, atom 4 (O): -0.649, atom 5 (C): -0.861, atom 6 (N): 0.081

---

[3]
# C7H12IN3OSi

C7H12IN3OSi as an isolated structure at a distorted geometry (wB97M-V/def2-TZVPD, OMol25).

Values from the calculation:
Kohn-Sham gap = 8.52 eV
HOMO = -8.83 eV

Structure (ORCA input):
```
! wB97M-V def2-TZVPD RIJCOSX def2/J DEFGRID3
* xyz 0 1
C -2.45465 -3.16094 -0.15358
C -1.30368 -2.54125 -0.83494
C -0.78058 -1.44791 -0.29654
C -2.29002 -1.80426 1.68746
C -0.33575 2.34887 -0.28221
C 2.50083 1.86325 -1.53347
C 1.54363 0.92925 1.48638
N -2.81668 -2.85506 1.03478
N -1.12760 -1.17610 0.94020
N 0.59222 -0.33141 -1.16579
O -2.59946 -1.31312 2.71055
Si 1.14174 1.07601 -0.30965
I -0.91235 -3.09881 -2.81811
H -3.01393 -4.02628 -0.52961
H -1.07616 2.31627 0.42235
H 0.08513 3.29762 0.01051
H -0.92964 2.30313 -1.19431
H 2.49086 2.94762 -1.24860
H 3.47025 1.43594 -1.33052
H 2.34986 1.96573 -2.61255
H 2.44800 1.47928 1.89018
H 0.69259 1.34893 2.02952
H 1.58175 -0.06521 1.88787
H -0.64542 -0.45582 1.58116
H 1.38906 -1.03572 -1.37109
*
```

Mulliken population analysis, charges in e, atoms 1 to 6: atom 1 (C): 0.068, atom 2 (C): -0.519, atom 3 (C): 0.665, atom 4 (C): 0.368, atom 5 (C): -1.351, atom 6 (C): -1.064

---

[4]
# C7H12N

An isolated ion of composition C7H12N and charge +1 at a distorted geometry (wB97M-V/def2-TZVPD, OMol25).

Values from the calculation:
Kohn-Sham gap = 11.03 eV
SMILES string = C[C@@]12C=C[C@@H]1C[NH2+]C2
HOMO = -14.10 eV

Structure (ORCA input):
```
! wB97M-V def2-TZVPD RIJCOSX def2/J DEFGRID3
* xyz 1 1
C 1.90690 -0.87571 -0.44611
C 0.72647 -0.13347 0.12613
C 0.92332 1.19208 0.79899
C 0.22293 1.86704 -0.16288
C -0.16191 0.59948 -0.96379
C -1.59483 0.17302 -0.66292
N -1.51038 -0.25971 0.74173
C -0.36778 -1.14655 0.75205
H 2.19629 -1.69998 0.12924
H 2.76202 -0.29343 -0.61667
H 1.55565 -1.24247 -1.38689
H 1.55113 1.32280 1.57288
H -0.03097 2.85318 -0.16304
H 0.11339 0.63385 -1.95158
H -2.41194 0.94094 -0.62904
H -1.92897 -0.56354 -1.43022
H -1.23137 0.67721 1.22105
H -2.28332 -0.65467 1.13878
H -0.45051 -2.05179 0.09006
H 0.01388 -1.33829 1.84224
*
```

Mulliken population analysis, charges in e, atoms 1 to 6: atom 1 (C): -1.794, atom 2 (C): 1.254, atom 3 (C): -0.956, atom 4 (C): -0.754, atom 5 (C): -0.249, atom 6 (C): -0.819

---

[5]
# C7H12N

C7H12N as an isolated structure at a distorted geometry (wB97M-V/def2-TZVPD, OMol25).

Values from the calculation:
Kohn-Sham gap = 9.67 eV
HOMO = -13.20 eV

Structure (ORCA input):
```
! wB97M-V def2-TZVPD RIJCOSX def2/J DEFGRID3
* xyz 1 1
C 2.43952 0.55307 -0.06436
C -0.25068 -0.68715 0.06787
C 0.87500 0.13627 0.06847
C 3.37941 -0.39602 -0.24321
C -0.04722 1.32037 0.38714
C -0.56029 -2.08053 0.15740
C -2.45083 0.77421 -0.43829
N -1.26206 0.43246 0.33722
H 2.54784 1.57826 -0.09795
H 3.13837 -1.31965 -0.65365
H 4.38970 -0.09095 -0.29550
H 0.04931 1.84950 1.24128
H 0.00085 2.03052 -0.41638
H 0.14806 -2.55050 0.66283
H -0.80243 -2.58046 -0.77150
H -1.52087 -2.21936 0.62306
H -2.29383 0.79133 -1.47907
H -3.34445 0.15558 -0.28510
H -2.69681 1.80489 -0.13098
H -1.73861 0.49816 1.33072
*
```

Mulliken population analysis, charges in e, atoms 1 to 6: atom 1 (C): -0.454, atom 2 (C): 0.370, atom 3 (C): 0.533, atom 4 (C): -0.735, atom 5 (C): -0.798, atom 6 (C): -1.526

---

[6]
# C7H12N

An isolated ion of composition C7H12N and charge +1 at a distorted geometry (wB97M-V/def2-TZVPD, OMol25).

Values from the calculation:
Kohn-Sham gap = 9.46 eV
SMILES string = C=C1C[C@@H]1C=[N+](C)C
HOMO = -13.80 eV

Structure (ORCA input):
```
! wB97M-V def2-TZVPD RIJCOSX def2/J DEFGRID3
* xyz 1 1
C 2.84399 -0.88312 1.05508
C 2.44824 -0.06306 0.06823
C 2.48104 1.03994 -0.71304
C 1.19859 0.09329 -0.74744
C 0.04026 0.50902 0.02029
N -1.26836 0.05286 0.01129
C -2.35668 0.65122 0.86934
C -1.69309 -1.00864 -0.85577
H 2.24878 -1.75285 1.41534
H 3.74359 -0.63229 1.48227
H 2.54439 2.01141 -0.30889
H 2.89791 0.83643 -1.76797
H 0.99350 -0.46204 -1.67209
H 0.32318 1.20009 0.82510
H -1.91027 1.58560 1.18993
H -3.19674 0.91839 0.31229
H -2.53887 0.02329 1.64498
H -1.21960 -0.82979 -1.86584
H -1.34439 -2.02739 -0.50402
H -2.70011 -1.05093 -0.80760
*
```

Mulliken population analysis, charges in e, atoms 1 to 6: atom 1 (C): -0.781, atom 2 (C): 0.358, atom 3 (C): -0.448, atom 4 (C): -0.371, atom 5 (C): 0.134, atom 6 (N): 0.080

---

[7]
# C7H12N

An isolated ion of composition C7H12N and charge +1 at a distorted geometry (wB97M-V/def2-TZVPD, OMol25).

Values from the calculation:
Kohn-Sham gap (alpha / beta) = 5.66 / 7.77 eV
HOMO (alpha / beta) = -8.76 / -14.43 eV
⟨S²⟩ = 2.005

Structure (ORCA input):
```
! wB97M-V def2-TZVPD RIJCOSX def2/J DEFGRID3
* xyz 1 3
C 1.57312 1.72467 -0.84526
C 0.53443 1.15816 -0.70952
C -1.73505 0.79443 0.24359
C -0.86648 -0.39286 0.62315
C -0.67059 0.28429 -0.73896
C -0.78359 -0.27376 -2.18505
C 1.49678 -1.25716 1.40046
N 0.32092 -0.34476 1.64964
H 2.23436 2.57448 -0.72490
H -2.79021 0.60413 0.04778
H -1.59313 1.74317 0.58432
H -1.37903 -1.34299 0.50478
H -1.39568 -1.23051 -2.37495
H 0.23916 -0.44601 -2.58753
H -1.21686 0.43578 -2.76195
H 1.21981 -2.21401 0.86632
H 2.16832 -0.81022 0.56118
H 2.11232 -1.14371 2.29054
H 0.61356 0.73790 1.61965
H -0.08219 -0.60102 2.53671
*
```

Mulliken population analysis, charges in e, atoms 1 to 6: atom 1 (C): -0.739, atom 2 (C): -0.170, atom 3 (C): -0.750, atom 4 (C): -0.687, atom 5 (C): 1.384, atom 6 (C): -1.468

---

[8]
# C7H12N2

The molecule C7H12N2 at a distorted geometry (wB97M-V/def2-TZVPD, OMol25).

Values from the calculation:
Kohn-Sham gap = 9.66 eV
SMILES string = [H]/N=C1\CC=C(C)[C@@H](N)C1
HOMO = -9.00 eV

Structure (ORCA input):
```
! wB97M-V def2-TZVPD RIJCOSX def2/J DEFGRID3
* xyz 0 1
H 0.11647 3.27717 -0.46205
N 0.60667 2.55716 -1.01676
C 0.50442 1.40304 -0.30600
C -0.13171 1.45096 1.08926
C -0.71262 0.15587 1.43244
C -0.36213 -0.91974 0.71797
C -1.06164 -2.23834 1.15850
C 0.38364 -0.91315 -0.50231
N -0.46909 -1.25781 -1.67526
C 1.31137 0.24833 -0.72956
H -0.76391 2.37898 1.20385
H 0.86349 1.53494 1.76226
H -1.28093 0.03871 2.38948
H -1.43822 -2.87735 0.37384
H -0.23321 -2.88166 1.70159
H -1.80157 -1.93609 1.84129
H 0.99755 -1.89106 -0.28694
H -0.74745 -0.39217 -2.26610
H 0.05318 -1.95911 -2.50037
H 2.22391 0.09100 -0.20009
H 1.45962 0.39941 -1.87442
*
```

Mulliken population analysis, charges in e, atoms 1 to 6: atom 1 (H): 0.264, atom 2 (N): -0.743, atom 3 (C): 0.318, atom 4 (C): -0.389, atom 5 (C): -0.745, atom 6 (C): 0.788

---

[9]
# C7H12N2

C7H12N2 as an isolated structure at a distorted geometry (wB97M-V/def2-TZVPD, OMol25).

Values from the calculation:
Kohn-Sham gap = 9.23 eV
HOMO = -8.18 eV

Structure (ORCA input):
```
! wB97M-V def2-TZVPD RIJCOSX def2/J DEFGRID3
* xyz 0 1
C 0.88605 -0.06250 -0.05037
C 0.76476 1.43836 -0.04623
C -0.79473 1.66261 -0.00124
C -1.35654 0.29362 -0.29017
C -1.16116 -0.87050 0.69988
C 0.15693 -0.52116 1.32836
C -0.26133 -0.54797 -1.06836
H 2.80572 -0.55054 -1.00201
H 2.22916 -1.61703 -0.00099
H 1.09748 1.75222 -1.00888
H 1.34813 2.09993 0.61814
H -1.03709 2.12679 0.91180
H -1.09876 2.45516 -0.73772
H -2.28207 0.10712 -0.87728
H -1.89067 -1.35484 1.27250
H 0.22371 0.24105 2.13576
H 0.58573 -1.41935 1.81914
H -1.46053 -2.19037 -0.98716
H -0.28847 -0.61351 -2.19522
N 2.28585 -0.69743 -0.12549
N -0.75217 -1.73165 -0.39445
*
```

Mulliken population analysis, charges in e, atoms 1 to 6: atom 1 (C): 1.145, atom 2 (C): -1.057, atom 3 (C): -0.947, atom 4 (C): 0.184, atom 5 (C): -0.441, atom 6 (C): -1.049

---

[10]
# C7H12N2

A 2-piece molecular cluster, C7H12N2 overall at a distorted geometry (wB97M-V/def2-TZVPD, OMol25).

Values from the calculation:
Kohn-Sham gap = 9.05 eV
SMILES string = [H]/N=N\C=C.CC1(C)C=C1
HOMO = -8.91 eV

Structure (ORCA input):
```
! wB97M-V def2-TZVPD RIJCOSX def2/J DEFGRID3
* xyz 0 1
H 1.12519 -2.06492 0.21598
N 1.59745 -1.88668 -0.67862
N 2.26650 -0.86178 -0.62853
C 2.59908 -0.08354 0.50965
C 3.26930 1.00597 0.18082
H 2.60527 -0.69201 1.43234
H 3.46026 1.71969 0.95425
H 3.44479 1.25170 -0.83381
C -1.03801 0.17175 1.27557
C -1.58387 -0.01644 -0.13695
C -1.81463 1.34018 -0.72711
C -2.39011 -1.17742 -0.51503
C -1.21333 -1.05241 -1.13847
H -1.49590 -0.59222 1.92136
H -1.20301 1.21440 1.64412
H 0.05315 0.01921 1.19934
H -0.93219 1.95933 -1.06363
H -2.68884 1.10386 -1.46117
H -2.14972 2.06850 0.13415
H -3.21470 -1.90623 -0.39077
H -0.69670 -1.52092 -1.89350
*
```

Mulliken population analysis, charges in e, atoms 1 to 6: atom 1 (H): 0.246, atom 2 (N): -0.484, atom 3 (N): 0.051, atom 4 (C): -0.119, atom 5 (C): -0.735, atom 6 (H): 0.430